Here is C12H22BF10NO3Si2 as an isolated structure from the Open Molecules 2025 dataset. Energies are from ωB97M-V/def2-TZVPD.

The HOMO-LUMO gap comes out at 8.50 eV.

Atoms and positions in Å:
F 2.66 5.43 1.26
F 0.23 4.18 1.21
Si -0.37 -1.36 -0.63
C -3.44 -0.70 1.55
H -4.36 -0.99 2.05
H 1.79 -2.57 1.73
H 3.03 -0.24 -0.76
H 3.43 -1.99 1.71
F 2.98 3.20 2.77
O 1.13 -3.75 -1.49
C -1.34 -1.70 -2.22
C -1.57 0.57 -3.39
F -1.13 2.14 2.50
F -3.18 -0.18 -1.78
F 2.37 4.17 -0.46
H -0.78 -2.82 1.30
C 0.80 3.24 1.93
O -3.31 -2.56 -0.04
C 3.33 -1.28 -0.95
F 0.67 3.64 3.19
H -0.87 -1.18 1.80
F 0.66 0.93 2.45
H 3.21 -1.53 -2.00
F 2.62 1.98 1.02
C 2.32 3.11 1.63
H -1.98 0.74 -4.38
N 2.55 -2.24 -0.17
C 0.02 1.92 1.81
O 0.32 0.21 -0.65
C -1.19 -1.85 1.01
C 2.46 -1.86 1.25
H -2.83 -0.19 2.29
C -2.28 -0.61 -2.72
H 4.39 -1.41 -0.72
H -0.49 0.48 -3.38
C -2.71 -1.97 1.11
H -0.27 2.66 -0.81
H -0.60 -1.84 -3.01
Si -0.55 1.46 0.00
H -3.73 -0.08 0.71
H -2.00 1.30 0.01
F 4.17 4.10 0.65
H 1.25 -3.56 -2.43
H -2.88 -1.06 -3.51
H -1.86 -2.64 -2.13
H 2.08 -0.84 1.36
H -4.15 -2.95 0.26
C 2.86 4.26 0.74
B 1.26 -2.55 -0.78
H -2.90 -2.67 1.94
H -1.83 1.45 -2.81


Here is a 2-piece molecular cluster, C4H9NO overall from the Open Molecules 2025 dataset. Energies are from ωB97M-V/def2-TZVPD.

The HOMO-LUMO gap comes out at 10.43 eV.

Atoms and positions in Å:
H -2.08 1.85 0.92
H -1.32 0.72 -1.10
N 2.80 -0.59 -0.41
H -1.49 -1.74 -1.24
H -2.06 0.31 1.85
H -0.56 1.10 1.41
C -1.51 0.14 -0.21
C -1.58 0.90 1.08
C 1.92 0.44 -0.52
H 3.42 -0.63 0.38
C -1.62 -1.17 -0.33
H -1.83 -1.79 0.54
H 1.31 0.35 -1.44
O 1.78 1.34 0.26
H 2.83 -1.22 -1.19


Here is a 2-piece molecular cluster, C10H15N2S overall from the Open Molecules 2025 dataset. Energies are from ωB97M-V/def2-TZVPD.

As for the net charge: +1. The HOMO-LUMO gap (spin up / spin down) comes out at 5.88 / 6.97 eV.

Atoms and positions in Å:
C 2.64 -0.04 0.51
C -2.67 0.49 -0.29
H 0.47 -0.70 -2.13
H -0.18 -2.03 0.41
H -3.03 2.04 -1.45
N -2.28 1.79 -0.78
C -0.73 0.61 1.21
H -0.07 0.27 1.99
S -2.73 -1.37 1.44
H 2.42 1.01 0.85
H 2.63 -0.54 1.54
H -4.53 -2.19 0.13
H 0.18 2.51 1.22
C -1.90 -0.03 0.80
N -0.51 1.89 0.69
C -1.25 2.38 -0.25
H -1.15 3.40 -0.56
H 1.42 -2.14 1.17
H 3.51 -0.10 -0.06
H -4.37 -0.21 -1.53
C 1.48 -0.63 -0.19
H 1.98 0.24 -2.06
C -3.99 -1.32 0.20
C 1.05 -0.04 -1.45
C 0.94 -1.92 0.26
H 1.23 -2.82 -0.48
C -3.72 -0.35 -0.71
H 0.73 0.96 -1.33


Here is a 17-piece molecular cluster, H34O17 overall from the Open Molecules 2025 dataset. Energies are from ωB97M-V/def2-TZVPD.

The HOMO-LUMO gap comes out at 9.16 eV.

Atoms and positions in Å:
O -1.77 2.00 -0.45
O 1.81 -2.90 0.70
O 0.25 -0.04 -0.19
H 0.04 3.19 -1.22
H 0.36 -0.02 0.76
H -2.21 1.36 0.05
O -3.33 -1.02 -1.41
H 2.79 1.17 -1.85
O 2.68 0.93 -0.91
H -2.07 -2.30 3.09
O -0.52 3.14 1.48
H 0.98 -2.50 0.98
H 1.78 0.71 -0.78
H -1.18 -1.11 2.95
H -3.73 -0.32 -0.90
O -2.10 -0.19 1.41
H -1.09 1.75 -2.89
O 3.47 -0.67 1.65
H -3.05 -0.17 1.48
H 0.38 0.05 2.97
O -1.56 -1.68 3.65
H -1.06 -0.98 -2.66
H 2.78 1.95 1.25
H -2.57 -0.63 -1.88
H 2.98 -2.14 -2.08
O -0.54 2.51 -3.24
H -0.85 3.07 2.39
H 3.85 -0.82 0.78
H 2.05 -2.33 -0.03
H -1.03 3.32 -3.03
H 1.06 -1.24 3.04
O -0.93 -2.77 -2.24
O 2.18 -1.66 -1.88
H -1.82 -3.11 0.70
O -1.41 -0.13 -3.00
O 0.64 -0.65 2.42
H -1.94 0.53 2.03
H -0.67 -2.55 -1.36
H -1.41 2.51 0.25
O 0.97 3.38 -1.08
H -1.84 -0.32 -3.88
H 2.44 -0.80 -1.60
H 2.58 -0.77 1.55
H -0.34 -3.44 -2.47
O 2.01 2.33 1.65
H -1.30 -1.77 0.47
H 1.46 2.55 -0.94
O -1.03 -2.67 0.51
H -0.44 0.59 -0.31
H 0.36 2.83 1.62
H 1.92 1.83 2.46


Here is C3H4N2O as an isolated structure from the Open Molecules 2025 dataset. Energies are from ωB97M-V/def2-TZVPD.

The HOMO-LUMO gap comes out at 9.74 eV.

Atoms and positions in Å:
C -0.65 -0.76 -0.30
H 0.59 0.74 -1.56
H -0.38 2.03 0.87
N -1.09 0.17 0.50
H -2.08 -1.81 0.23
O -1.32 -1.93 -0.36
N -0.13 1.12 0.51
C 0.65 -0.52 -0.93
C 0.89 0.77 -0.35
H 1.86 1.23 -0.31